The following is a DFT calculation (ωB97M-V/def2-TZVPD) of a molecular structure, C29H46P2SW at a distorted geometry.

The geometry in XYZ format:
```
79
Properties=species:S:1:pos:R:3:forces:R:3:mulliken_charge:R:1
S 0.40343 2.75658 -0.20166 0.122 -0.230 -0.239 -0.592
H 3.19586 -1.78903 -0.30148 -0.069 0.288 0.138 0.343
C -0.96208 3.36798 0.81292 -1.539 -0.021 0.582 0.109
C 1.18284 0.85534 2.26515 0.291 0.181 0.224 -1.324
C 0.77294 -2.85123 -1.24093 -0.074 -0.357 0.079 -1.848
H -2.93392 0.09650 1.31045 0.450 0.053 0.023 0.346
H -2.11619 -2.50923 -2.55244 -0.232 0.207 -0.140 0.168
H 1.60677 2.60386 -6.22255 0.053 -0.112 0.267 0.342
C 3.15591 2.41439 -2.22514 0.517 0.328 0.001 -0.935
C -3.21390 4.27150 2.30668 -0.048 0.323 -0.242 -0.391
H 1.64691 -2.63791 -1.87072 -0.372 -0.226 0.066 0.201
H -1.79149 0.32858 -7.24348 0.243 -0.315 0.695 0.434
H 3.04606 -1.47173 -2.93991 0.540 0.684 -0.048 0.172
H 1.28616 -1.01467 -4.59097 -0.043 0.554 -0.232 0.400
C -0.80504 -0.22984 0.94314 0.042 -0.592 0.535 1.359
C 0.11602 -0.27530 -6.34812 -0.429 0.019 0.057 -0.979
H -1.87625 1.34888 1.99885 -0.017 -0.534 -0.068 0.020
H 1.62236 0.17647 3.01419 -0.186 0.080 -0.250 0.382
H -1.99278 -3.06756 -0.70662 -0.027 0.254 0.167 0.534
C -1.95155 0.27117 1.78111 -0.258 0.364 0.070 -1.393
W 0.41441 0.49447 -1.05554 0.750 2.971 1.096 0.161
C -1.99744 4.04551 2.94548 0.241 0.111 0.171 -0.644
H -0.92042 1.68170 -2.41002 -0.067 -0.805 -0.346 0.511
H -0.47304 0.04357 -3.31023 -0.105 0.312 -0.025 -0.284
H 0.34202 -1.27641 -6.73052 0.146 0.171 0.138 0.430
C 0.41246 -1.67067 -0.39488 0.057 -0.364 0.348 1.051
C 1.03562 2.42016 -5.29791 0.056 0.195 -0.059 -1.448
H 0.42243 1.45301 2.77561 0.202 -0.195 -0.197 0.452
C -3.77661 1.12687 -2.36802 -0.858 -0.194 0.185 -1.246
H -0.08571 -3.18387 -1.85000 0.571 0.199 0.083 0.400
H 3.33589 -0.06248 0.20853 0.062 -0.520 0.302 0.372
H 1.99107 1.51929 1.92489 -0.307 -0.202 0.090 0.278
H -4.08585 4.64806 2.85519 0.470 -0.246 -0.140 0.415
H 3.05940 2.66762 -3.29073 0.420 0.166 0.391 0.263
H -4.76364 0.63880 -2.32487 0.199 0.344 0.039 0.495
C -0.90804 -1.33686 0.05098 0.687 0.054 0.680 -0.303
H 2.49084 3.07796 -1.65200 0.262 -0.284 -0.191 0.147
C -0.88422 3.60859 2.21315 0.363 -0.217 -0.564 -0.393
H -3.65377 1.60584 -3.35414 0.141 -0.483 0.445 0.430
H -1.91897 4.25828 4.02908 0.112 -0.312 -0.813 0.394
H -2.84490 0.25811 -4.65965 0.822 0.218 0.049 1.008
H 1.03182 -3.68636 -0.56782 -0.001 0.191 -0.315 0.351
H -0.70120 3.65640 -5.47709 0.015 -0.384 -0.266 0.482
C 1.44294 1.11093 -4.68181 0.738 -0.940 -2.374 0.382
H -3.74557 1.91643 -1.59768 0.002 -0.471 -0.158 0.296
C -3.30864 4.11232 0.92362 0.212 -0.075 -0.043 -0.857
C 0.89769 -0.08152 -5.04283 1.100 0.278 -0.579 -0.697
H 4.57933 -0.77743 -2.26915 -0.656 0.282 -0.514 0.401
H -1.76154 2.41293 -3.90653 -0.134 -0.419 -0.425 0.711
C 2.83790 -1.02344 0.39876 0.336 -0.318 0.696 -0.887
C -1.35715 1.81311 -4.73148 -2.045 -0.288 -1.177 0.123
H -1.97880 -0.26471 2.75022 0.169 0.169 -0.428 0.396
C 0.59187 0.04607 1.15394 -0.045 -1.047 0.692 -0.034
C -2.12754 -2.20734 -0.04498 -0.433 -0.195 0.202 -1.317
C 1.35224 -0.85654 0.33116 -0.011 -0.595 0.903 0.483
H 3.10316 -1.35387 1.41417 0.069 -0.021 -0.259 0.399
H -3.54108 -1.90229 -3.39078 0.160 0.039 0.084 0.455
H -2.33681 -2.61460 0.95390 0.117 0.143 -0.118 0.441
H -4.25785 4.38822 0.44322 0.570 -0.313 0.013 0.418
C -2.20604 3.64853 0.18625 0.218 -0.178 0.278 -0.129
H 2.51334 1.15053 -4.40018 -1.121 -0.279 0.688 1.039
C -2.51424 -1.64801 -3.09898 -0.474 -0.452 0.490 -0.997
C -0.46184 2.58984 -5.62258 0.755 0.418 -0.035 -1.363
P 2.58987 0.71955 -2.01445 -2.025 -0.028 -0.377 0.893
H -2.31512 3.49322 -0.88811 0.132 0.152 0.218 0.672
H -1.91693 -1.14047 -6.26514 0.352 0.364 -0.131 0.337
H 4.18348 2.53922 -1.84633 -0.291 0.062 -0.379 0.460
P -2.53148 -0.18503 -1.92735 0.886 1.790 -3.171 0.789
H -1.90296 -1.54695 -4.00479 -0.208 0.423 0.415 0.093
C -1.42616 -0.14876 -6.29817 -0.623 -0.108 -0.088 -1.420
H -0.65259 2.34736 -6.67553 -0.008 0.017 0.281 0.384
H 0.47725 0.42444 -7.11851 0.129 -0.168 0.487 0.375
H 1.34264 3.21052 -4.60857 -0.004 0.103 -0.001 0.403
C -1.05256 0.57631 -2.54836 -0.645 -0.768 0.953 -0.822
H 3.92978 -0.17877 -3.87466 -0.141 -0.293 0.809 0.480
C 3.65819 -0.54442 -2.85651 0.131 -0.156 0.465 -0.917
C -1.90513 0.62419 -5.10140 -0.560 1.721 -0.624 -0.607
H 0.05719 3.41188 2.72998 -0.301 0.292 -0.153 0.550
H -3.02235 -1.62428 -0.35931 0.446 -0.817 0.573 0.396
```
Positions in Å, forces in eV/Å.

As for the HOMO energy (alpha / beta): -13.2 / -13.2 eV. The energy is -2279.81300 a.u. For the LUMO energy (alpha / beta), the calculation gives -7.23 / -8.44 eV. Its HOMO-LUMO gap (alpha / beta) is 5.94 / 4.72 eV. Its spin multiplicity is 3. As for the molecular weight: 672.54 u. As for the charge: +2. The energy above the lowest of the compared OMol25 structures with the same formula, charge and spin is 45.70 kcal per mole.